Below is a 10-piece molecular cluster, H20O10 overall at a distorted geometry, with properties calculated with the ωB97M-V functional and the def2-TZVPD basis.

Last column: Mulliken charge in e.
Element x y z (Å)
O (-1.1076, -2.4645, -2.1159)  -0.61
O (-0.3088, 0.2200, -3.3357)  -0.67
O (0.9774, 1.4784, 3.2711)  -0.59
O (-0.6659, 0.9542, 1.4646)  -0.53
O (1.6713, -1.3244, -2.6881)  -0.65
O (-1.4071, 3.1597, -1.9328)  -0.62
O (1.7699, -1.7135, 1.6149)  -0.59
O (1.2527, 2.5683, -0.6747)  -0.62
O (-1.9802, -1.7708, 0.6888)  -0.68
O (-0.7007, -1.4345, 2.9836)  -0.62
H (2.0995, 2.7460, -0.2572)  0.28
H (-0.9772, -0.4528, -3.1223)  0.32
H (-1.0354, -1.7990, 0.8549)  0.39
H (-1.2377, -3.4056, -2.2070)  0.26
H (-0.6762, 2.5306, -1.7881)  0.34
H (1.0764, -0.6586, -3.0959)  0.44
H (-1.4836, 1.0707, 0.9681)  0.29
H (-2.3162, -1.3866, 1.4991)  0.28
H (-0.8941, 0.9897, -3.3906)  0.30
H (-0.7547, 3.8712, -1.7970)  0.33
H (1.2084, -1.3991, -1.8548)  0.24
H (-1.4147, -2.0851, -1.2893)  0.40
H (0.2437, -1.5626, 2.8508)  0.30
H (2.7160, -1.8559, 1.6840)  0.28
H (-0.9993, -0.5255, 3.0532)  0.30
H (1.3357, 1.7181, -1.1190)  0.29
H (1.7505, 1.6677, 3.7984)  0.28
H (0.6590, 0.6276, 3.5812)  0.26
H (1.5592, -1.6066, 0.6843)  0.29
H (-0.3603, 1.8429, 1.6714)  0.31

Its SMILES is O.O.O.O.O.O.O.O.O.O. The value obtained for the HOMO-LUMO gap is 0.3903 Ha. The highest occupied orbital energy is -10.61 eV. The relative energy (zero: lowest compared OMol25 entry of this formula, charge and spin) comes out at 73.6 kcal per mole. The total energy is -20799.4204 eV.